i) Here is one molecule with the formula C3H4O2 from the Open Molecules 2025 dataset. Energies are from wB97M-V/def2-TZVPD.

Properties
Frontier orbital gap   0.3467 hartree
Lowest unoccupied orbital energy   -0.5 eV
2S+1   1

```
9
Properties=species:S:1:pos:R:3:mulliken_charge:R:1
C -0.2591 0.1410 -1.1287 -0.93
C -0.5169 -0.1839 0.3143 0.63
O -1.5740 -0.5504 0.7780 -0.50
C 0.6741 -0.0465 1.2696 0.00
O 1.7449 0.3835 0.9203 -0.45
H -1.1987 0.2339 -1.6753 0.30
H 0.3381 -0.6631 -1.5743 0.27
H 0.3353 1.0552 -1.2103 0.31
H 0.4563 -0.3697 2.3065 0.37
```



ii) Here is one molecule with the formula C3H4O2 from the Open Molecules 2025 dataset. Energies are from wB97M-V/def2-TZVPD.

Properties
Frontier orbital gap   0.3736 hartree
Lowest unoccupied orbital energy   1.1 eV
2S+1   1

```
9
Properties=species:S:1:pos:R:3:mulliken_charge:R:1
O -0.7089 1.4689 -0.0008 -0.48
C 0.1993 0.5481 0.5078 -0.18
C 0.4651 -0.4428 -0.6533 -0.29
O 0.7467 -1.6073 0.1471 -0.42
C -0.3807 -0.7899 0.4480 0.00
H -1.0237 0.9721 -0.7854 0.33
H 0.9947 0.9531 1.1208 0.38
H 1.1032 0.0157 -1.3726 0.41
H -1.3956 -1.1180 0.5884 0.24
```



i) takes first place; second place is 0.1544 hartree up.